[1]
{
  "formula": "C4H34BNO15P",
  "method": "ωB97M-V/def2-TZVPD",
  "charge": -1,
  "lumo_ev": 2.08,
  "e_homo_ev": -4.99,
  "mol_weight_g_mol": 378.09,
  "gap_ha": 0.25965,
  "species": ["N", "C", "O", "C", "C", "B", "C", "P", "O", "O", "O", "H", "H", "H", "H", "H", "H", "H", "H", "H", "H", "H", "H", "O", "H", "H", "O", "H", "H", "O", "H", "H", "O", "H", "H", "O", "H", "H", "O", "H", "H", "O", "H", "H", "O", "H", "H", "O", "H", "H", "O", "H", "H", "O", "H", "H"],
  "xyz": [[-0.296641, 0.501435, -2.168562], [-0.725990, 0.109694, -0.895794], [-1.876235, 0.442761, -0.547196], [0.144670, -0.729437, -0.030002], [1.530832, -0.092627, 0.215014], [2.780855, -0.754622, -0.640400], [3.024666, -0.007935, -2.128927], [2.587582, -1.105659, -3.448954], [3.700159, -1.987996, -3.849329], [2.062866, -0.278924, -4.748702], [1.313320, -2.002203, -3.022989], [0.400955, 1.234589, -2.142965], [-1.088215, 0.886485, -2.663501], [-0.382409, -0.846166, 0.909249], [0.226700, -1.716995, -0.483942], [1.489441, 0.993495, 0.081241], [1.780722, -0.258379, 1.258365], [3.800025, -0.587611, 0.029994], [2.648272, -1.959281, -0.764170], [2.434944, 0.910365, -2.169458], [4.078462, 0.201241, -2.263496], [1.739602, 0.586697, -4.479364], [1.209081, -2.676789, -3.702711], [-0.009856, -4.597928, -1.586377], [0.120122, -3.722592, -1.973173], [-0.958145, -4.738187, -1.665051], [-2.614793, 0.896065, 2.167736], [-2.443714, 0.035978, 2.565247], [-2.483312, 0.753569, 1.211537], [-0.534835, 2.721659, 2.148396], [-0.769463, 3.643998, 2.287398], [-1.383159, 2.254601, 2.077790], [-0.494098, 0.245752, 3.925599], [0.297254, 0.106169, 4.462448], [-0.385805, 1.145894, 3.588239], [-0.102995, 2.461443, -4.187832], [-0.334209, 1.964355, -4.978774], [-0.826158, 3.089287, -4.072333], [1.133107, 1.722620, 5.751382], [1.687850, 2.229376, 6.350399], [0.249886, 2.096209, 5.846438], [-2.574490, 3.364419, 4.352985], [-2.333799, 2.589954, 3.829101], [-3.318890, 3.744607, 3.878596], [-0.697272, -2.918695, 2.182051], [-1.310710, -2.842544, 2.919601], [-0.263832, -3.769254, 2.307084], [-2.185079, -2.497183, -2.913319], [-1.824529, -2.647092, -3.792156], [-1.931061, -1.591459, -2.701546], [1.388254, -2.044052, 4.092067], [0.481925, -1.933873, 3.773174], [1.332433, -2.742491, 4.750239], [-2.921888, 3.560910, -3.110883], [-3.873376, 3.652095, -3.210419], [-2.812818, 2.870571, -2.443072]],
  "atomic_forces_ev_per_a": [[-0.34, 0.00, 0.31], [-1.17, 0.32, 0.50], [0.46, -0.34, -0.42], [-0.02, 0.77, 0.16], [0.54, -0.70, -0.61], [0.32, 0.30, 0.49], [-1.11, -0.45, -0.01], [1.56, -0.37, 0.52], [-0.11, -0.13, -0.49], [-0.25, 0.18, -0.05], [-0.62, 0.24, -0.10], [0.49, -0.42, -0.04], [-0.06, 0.23, 0.03], [-0.21, -0.06, 0.06], [0.18, -0.06, -0.13], [-0.11, 0.15, 0.07], [-0.12, 0.04, 0.25], [0.05, 0.14, -0.12], [-0.13, -0.02, 0.00], [0.19, 0.20, -0.05], [0.13, 0.11, -0.24], [-0.08, 0.09, 0.06], [0.15, -0.16, -0.05], [-0.09, -0.11, -0.18], [0.16, 0.10, 0.23], [-0.04, 0.11, 0.04], [-0.47, 0.20, -0.14], [0.30, 0.13, 0.11], [0.11, -0.26, -0.22], [0.03, 0.16, 0.07], [0.08, 0.01, 0.10], [0.10, -0.25, -0.16], [-0.13, -0.03, 0.31], [0.06, -0.01, -0.08], [0.16, -0.07, -0.32], [0.02, 0.11, -0.20], [-0.01, 0.00, -0.02], [-0.09, 0.06, 0.03], [-0.04, 0.04, 0.15], [0.04, 0.01, -0.03], [-0.01, 0.00, -0.05], [0.00, 0.10, 0.03], [-0.07, -0.13, 0.05], [-0.06, -0.04, 0.02], [-0.23, -0.02, 0.22], [-0.13, -0.07, -0.05], [0.12, 0.01, -0.14], [-0.11, -0.03, -0.08], [0.07, 0.04, 0.01], [0.13, -0.05, 0.10], [-0.07, 0.00, 0.36], [0.23, 0.05, -0.37], [0.06, 0.00, 0.03], [0.12, -0.17, 0.06], [-0.01, 0.01, -0.04], [0.03, 0.05, 0.04]],
  "lowdin_charge": [0.15, -0.46, 0.00, -0.14, -0.19, -0.51, -0.25, 0.39, -0.31, -0.17, -0.18, 0.07, 0.06, 0.08, 0.11, 0.08, 0.07, 0.04, 0.05, 0.04, 0.06, 0.03, 0.07, -0.06, -0.01, 0.02, -0.07, 0.04, 0.02, -0.06, 0.04, -0.02, -0.07, 0.01, 0.00, -0.05, 0.05, 0.02, -0.05, 0.04, 0.04, -0.06, -0.01, 0.04, -0.04, 0.04, 0.05, -0.05, 0.04, 0.01, -0.06, -0.01, 0.03, -0.05, 0.04, 0.04]
}

[2]
{
  "formula": "C4H34BO25",
  "method": "ωB97M-V/def2-TZVPD",
  "charge": -1,
  "e_above_lowest_kj_mol": 353.0,
  "lumo_ev": 1.46,
  "e_homo_ev": -8.37,
  "mol_weight_g_mol": 493.10,
  "gap_ha": 0.36118,
  "species": ["O", "C", "O", "B", "O", "C", "O", "O", "C", "O", "C", "O", "O", "O", "H", "H", "O", "H", "H", "O", "H", "H", "O", "H", "H", "O", "H", "H", "O", "H", "H", "O", "H", "H", "O", "H", "H", "O", "H", "H", "O", "H", "H", "O", "H", "H", "O", "H", "H", "O", "H", "H", "O", "H", "H", "O", "H", "H", "O", "H", "H", "O", "H", "H"],
  "xyz": [[-6.119000, 19.861000, -29.874000], [-7.260000, 20.109000, -30.225000], [-8.165000, 20.316000, -29.377000], [-9.279000, 21.007000, -30.083000], [-8.923000, 20.850000, -31.538000], [-7.779000, 20.267000, -31.529000], [-7.419000, 19.664000, -32.533000], [-9.451000, 22.462000, -29.762000], [-10.557000, 22.568000, -29.184000], [-10.987000, 23.582000, -28.614000], [-11.356000, 21.370000, -29.241000], [-10.670000, 20.465000, -29.751000], [-12.589000, 21.413000, -29.293000], [-10.414000, 17.597000, -30.477000], [-10.126000, 17.142000, -29.672000], [-9.761000, 17.317000, -31.126000], [-6.001000, 23.189000, -30.262000], [-5.893000, 24.135000, -30.016000], [-5.922000, 22.706000, -29.419000], [-8.383000, 24.451000, -27.979000], [-9.332000, 24.490000, -27.899000], [-8.189000, 24.008000, -28.809000], [-6.516000, 22.138000, -27.792000], [-7.439000, 22.179000, -27.660000], [-6.279000, 21.213000, -27.827000], [-12.879000, 18.779000, -30.611000], [-12.914000, 19.697000, -30.416000], [-11.955000, 18.542000, -30.703000], [-11.593000, 25.183000, -25.980000], [-12.498000, 25.439000, -25.788000], [-11.556000, 24.850000, -26.903000], [-12.362000, 18.067000, -27.969000], [-12.512000, 18.298000, -28.913000], [-12.345000, 18.873000, -27.438000], [-5.791000, 19.360000, -27.134000], [-6.291000, 19.159000, -26.310000], [-5.926000, 18.539000, -27.567000], [-5.590000, 17.349000, -32.374000], [-4.714000, 17.312000, -32.084000], [-5.478000, 17.781000, -33.186000], [-14.518000, 22.953000, -27.543000], [-15.135000, 22.265000, -27.672000], [-14.013000, 23.038000, -28.385000], [-8.512000, 17.235000, -32.252000], [-8.152000, 17.154000, -31.347000], [-8.083000, 18.008000, -32.521000], [-3.791000, 20.438000, -28.617000], [-4.035000, 20.792000, -27.733000], [-4.517000, 19.930000, -28.989000], [-14.831000, 20.201000, -28.091000], [-13.958000, 20.466000, -28.314000], [-14.924000, 19.415000, -28.688000], [-11.227000, 20.256000, -26.638000], [-10.350000, 20.608000, -26.878000], [-11.126000, 20.124000, -25.733000], [-4.500000, 20.201000, -32.351000], [-4.440000, 19.860000, -33.215000], [-5.406000, 19.934000, -32.088000], [-7.393000, 17.053000, -29.866000], [-6.458000, 17.301000, -29.898000], [-7.529000, 16.965000, -28.916000], [-9.420000, 18.651000, -27.870000], [-10.375000, 18.770000, -27.932000], [-9.026000, 19.038000, -28.679000]],
  "atomic_forces_ev_per_a": [[-0.99, -0.47, -1.46], [5.74, -0.56, 2.37], [-3.70, 1.87, 1.67], [-1.01, 0.29, -1.12], [-1.62, 1.22, 2.38], [-1.05, -2.11, -6.04], [1.28, 1.13, 0.91], [2.99, -1.67, -1.24], [-2.84, 5.48, 4.14], [0.79, -1.33, -1.08], [-5.10, 1.29, -1.73], [3.79, -3.24, -1.24], [1.41, -0.35, 1.04], [-0.12, -0.29, 0.95], [-0.46, 0.33, 0.09], [-0.13, 0.19, -1.01], [-0.01, 0.94, 0.04], [-0.10, -1.06, -0.22], [-0.07, 0.28, -0.02], [1.01, 0.11, 0.45], [-0.54, -0.04, -0.27], [-0.14, 0.06, -0.17], [1.74, 0.34, -0.01], [-1.59, 0.28, 0.30], [0.03, -0.73, 0.08], [-0.97, -1.23, -0.23], [0.04, 1.44, 0.19], [0.77, -0.24, -0.23], [0.46, -0.13, -0.58], [-0.10, -0.19, -0.32], [-0.41, 0.19, 0.84], [0.23, -0.31, -0.13], [-0.24, 0.05, 0.55], [-0.17, 0.01, -0.32], [-0.88, 0.28, 2.24], [0.47, 0.70, -0.49], [0.08, -1.05, -1.25], [-1.73, -1.04, 0.97], [2.23, -0.18, 1.13], [-0.35, 1.03, -1.93], [1.54, 1.92, -0.47], [-0.95, -1.43, -0.40], [-0.52, -0.37, 1.00], [-1.01, -2.16, 0.96], [0.33, -0.49, -0.58], [0.90, 1.91, -1.18], [0.89, 0.66, 0.76], [-0.07, -0.75, -1.17], [-0.11, 0.40, 0.34], [-1.50, -1.80, -0.70], [1.44, 0.82, -0.13], [-0.16, 0.86, 0.90], [0.37, 1.17, -2.16], [-0.42, -0.39, -0.01], [-0.07, -0.44, 2.63], [-0.64, 0.25, 1.59], [0.27, -0.42, -1.77], [0.75, 0.21, -0.02], [0.86, 0.05, 1.06], [-0.07, 0.04, -0.66], [-0.65, -0.05, 0.06], [0.96, -0.15, -0.19], [-0.24, -0.46, -0.11], [-0.63, -0.67, 1.00]],
  "lowdin_charge": [0.13, -0.43, 0.22, -0.67, 0.31, -0.39, 0.13, 0.29, -0.42, 0.12, -0.44, 0.25, 0.11, -0.04, 0.05, -0.01, -0.07, 0.05, -0.01, -0.04, 0.00, 0.01, -0.02, 0.02, 0.00, -0.03, -0.01, -0.01, -0.07, 0.03, 0.01, -0.07, 0.00, 0.00, -0.04, 0.09, 0.02, 0.01, 0.02, 0.01, -0.06, -0.03, 0.04, -0.03, -0.01, -0.03, -0.08, 0.04, -0.03, -0.06, -0.04, 0.07, 0.00, 0.07, 0.04, -0.04, 0.00, 0.00, -0.02, 0.06, 0.07, -0.06, -0.01, 0.01]
}